(1)
Below is a 4-piece molecular cluster, C2H13NO4 overall in a non-equilibrium geometry, with properties calculated with ωB97M-V with the def2-TZVPD basis set.

Values from the calculation:
Frontier orbital gap (eV): 9.613
E_LUMO (eV): 0.68
Multiplicity: 1
Energy above the lowest of the compared OMol25 structures with the same formula, charge and spin (kJ/mol): 189.5
Net charge: 0
HOMO level (hartree): -0.328

Last column: Löwdin charge in e.
Geometry (Å):
C: -0.2581 0.0207 -1.5516  -0.148
N: 0.0950 1.4100 -1.3061  -0.138
C: 0.9950 1.8131 -0.2125  -0.225
O: 2.2756 1.0768 0.0552  -0.112
H: -0.2020 -0.3689 -0.5150  0.052
H: -1.2952 -0.2278 -1.8556  0.077
H: 0.4333 -0.6160 -2.2199  0.096
H: -0.0498 2.0794 -2.1337  0.139
H: 0.4608 1.7813 0.7013  0.092
H: 1.4721 2.8874 -0.4426  0.154
H: 2.6500 1.0874 -0.8232  0.066
O: -1.0735 -2.4937 0.7382  -0.129
H: -1.3142 -3.2577 1.3092  0.043
H: -0.0515 -2.4807 0.6595  0.035
O: 1.4881 -1.5983 1.2343  -0.075
H: 2.0000 -0.8557 0.9091  0.007
H: 1.5700 -1.3913 2.2032  0.089
O: -2.8190 0.5235 1.4198  -0.116
H: -2.5818 -0.0675 0.6627  0.022
H: -3.7948 0.6782 1.1677  0.073

***

(2)
Below is an isolated ion of composition H2NO4S and charge -1 in a non-equilibrium geometry, with properties calculated with ωB97M-V with the def2-TZVPD basis set.

Values from the calculation:
Frontier orbital gap (eV): 9.091
E_LUMO (eV): 4.29
Multiplicity: 1
Energy above the lowest of the compared OMol25 structures with the same formula, charge and spin (kJ/mol): 62.3
Net charge: -1
HOMO level (hartree): -0.176

Last column: Löwdin charge in e.
Geometry (Å):
O: 0.5373 2.4503 1.4391  -0.382
S: -0.1726 1.1787 1.2308  0.512
O: -1.6404 1.2709 1.0247  -0.411
O: 0.1928 0.0644 2.1470  -0.366
N: 0.2960 0.4330 -0.4895  -0.156
O: 0.5062 -0.9430 -0.1235  -0.175
H: -0.5559 0.6765 -0.9537  0.031
H: 0.2365 -0.6995 0.7728  -0.052

***

(3)
Below is ClH4N2PS as an isolated structure in a non-equilibrium geometry, with properties calculated with ωB97M-V with the def2-TZVPD basis set.

Values from the calculation:
Frontier orbital gap (alpha / beta) (eV): 6.223 / 4.691
E_LUMO (alpha / beta) (eV): -1.04 / -1.75
Multiplicity: 1
Energy above the lowest of the compared OMol25 structures with the same formula, charge and spin (kJ/mol): 411.3
Net charge: 0
HOMO level (alpha / beta) (hartree): -0.267 / -0.237

Last column: Löwdin charge in e.
Geometry (Å):
N: -1.0037 0.0054 -1.0064  -0.286
N: -0.0002 1.4108 0.8789  -0.268
P: -0.9089 0.0208 0.6899  0.738
S: 2.1621 -3.4169 0.1403  -0.213
Cl: 1.2282 -1.7013 0.4866  -0.241
H: -0.6110 0.7213 -1.6260  0.041
H: -1.6124 -0.5926 -1.6813  0.101
H: -0.1262 1.9896 1.7656  0.077
H: 0.8721 1.5630 0.3524  0.053

***

(4)
Below is C27H45ClF3IrO2P as an isolated structure in a non-equilibrium geometry, with properties calculated with ωB97M-V with the def2-TZVPD basis set.

Values from the calculation:
Frontier orbital gap (alpha / beta) (eV): 3.220 / 5.404
E_LUMO (alpha / beta) (eV): 0.07 / -2.79
<S²>: 8.77
Multiplicity: 6
Net charge: 0
HOMO level (alpha / beta) (hartree): -0.116 / -0.301

Last column: Löwdin spin population.
Geometry (Å):
Ir: 1.0372 -0.4573 1.4340  2.371
Cl: 1.9042 1.4914 2.2567  0.396
P: 0.4925 0.3866 -0.5031  0.233
C: -2.7087 -0.3980 2.4509  0.085
H: -3.7626 -0.1397 2.2645  0.006
H: -2.0722 0.3655 1.9794  0.015
C: 2.3631 0.6166 -0.7934  0.036
C: -0.4697 1.9891 -0.4108  0.030
C: 2.7947 0.8085 -2.2341  0.012
H: 2.5776 1.5214 -0.2004  0.001
C: 4.2703 1.2406 -2.2150  0.003
H: 2.6749 -0.1430 -2.7779  0.000
H: 2.1661 1.5563 -2.7354  0.001
C: 5.1760 0.2725 -1.4222  0.008
H: 4.6193 1.3275 -3.2519  0.001
H: 4.3314 2.2363 -1.7456  0.000
C: 4.6281 -0.1037 -0.0388  0.015
H: 5.3052 -0.6470 -2.0124  0.000
H: 6.1704 0.7248 -1.3244  0.002
C: 3.1585 -0.5344 -0.1676  0.114
H: 5.2389 -0.8996 0.4178  0.000
H: 4.6630 0.7680 0.6328  0.001
H: 3.1095 -1.4109 -0.8311  0.004
H: 2.7574 -0.8208 0.8756  0.058
C: -0.2929 -0.6392 -1.8196  0.053
C: -1.9731 1.8653 -0.6939  0.005
H: -0.3320 2.2859 0.6446  0.006
C: -2.6837 3.2072 -0.4866  0.001
H: -2.1301 1.5455 -1.7322  0.000
H: -2.4388 1.0941 -0.0667  0.003
C: -2.0671 4.3301 -1.3273  0.000
H: -3.7506 3.1058 -0.7218  0.000
H: -2.6204 3.4762 0.5756  0.001
C: -0.5413 4.4127 -1.1886  0.003
H: -2.3227 4.1681 -2.3831  0.000
H: -2.5124 5.2906 -1.0409  0.000
C: 0.1597 3.0525 -1.3120  0.010
H: -0.1325 5.0965 -1.9438  0.000
H: -0.2965 4.8408 -0.2074  0.000
H: 0.1036 2.7279 -2.3625  0.001
H: 1.2243 3.1723 -1.0738  0.001
C: 0.3553 -2.0155 -1.9680  0.005
H: -1.3130 -0.7834 -1.4243  0.002
C: -0.4414 -2.9026 -2.9414  0.001
H: 1.3835 -1.8984 -2.3406  0.000
H: 0.4371 -2.5133 -0.9939  0.004
C: -0.7076 -2.2242 -4.2922  0.000
H: 0.1000 -3.8463 -3.0916  0.000
H: -1.4011 -3.1597 -2.4712  0.000
C: -1.2360 -0.7926 -4.1589  0.005
H: 0.2272 -2.2092 -4.8687  0.000
H: -1.4223 -2.8299 -4.8614  0.000
C: -0.4221 0.0574 -3.1762  0.014
H: -1.2480 -0.3078 -5.1433  0.001
H: -2.2775 -0.8303 -3.8127  0.000
H: 0.5750 0.2418 -3.5963  0.000
H: -0.9035 1.0372 -3.0861  0.001
C: -0.3319 -1.8587 1.8340  0.341
C: -2.2994 -1.7173 2.0435  0.120
H: -0.4464 -2.4693 0.9236  0.054
C: -2.8002 -2.8692 2.9015  0.018
H: -2.4708 -1.8603 0.9594  0.008
C: -1.8938 -3.1044 4.1022  0.005
H: -3.8264 -2.6572 3.2013  0.007
H: -2.7641 -3.7582 2.2590  0.000
C: -0.5506 -3.6754 3.6511  0.035
H: -1.7622 -2.1452 4.6160  0.000
H: -2.3864 -3.8117 4.7866  0.001
C: 0.3258 -2.6263 2.9263  0.114
H: -0.0130 -4.0866 4.5160  0.003
H: -0.7134 -4.5221 2.9664  0.001
H: 0.7509 -1.9480 3.6813  0.027
H: 1.1515 -3.1962 2.4798  0.007
F: -0.2038 2.2845 5.2291  0.002
C: -1.3634 1.8014 4.7401  0.043
F: -2.3388 1.9651 5.6732  0.021
F: -1.6906 2.5333 3.6286  0.032
C: -1.2665 0.3235 4.3078  0.298
O: -0.1715 -0.2156 4.3541  0.302
O: -2.4593 -0.1924 3.9384  0.051

***

(5)
Below is C30H30FN5O9SeV as an isolated structure in a non-equilibrium geometry, with properties calculated with ωB97M-V with the def2-TZVPD basis set.

Values from the calculation:
Frontier orbital gap (alpha / beta) (eV): 6.690 / 6.907
E_LUMO (alpha / beta) (eV): -7.32 / -7.11
<S²>: 1.19
Multiplicity: 2
Energy above the lowest of the compared OMol25 structures with the same formula, charge and spin (kJ/mol): 466.5
Net charge: +2
HOMO level (alpha / beta) (hartree): -0.515 / -0.515

Last column: Löwdin spin population.
Geometry (Å):
V: 1.2825 -0.3167 0.0944  1.013
O: 0.6333 3.1883 -1.7117  -0.007
C: 0.3167 2.0473 -1.6702  0.000
O: 0.9117 1.2109 -0.7513  -0.026
C: -0.6729 1.3647 -2.5991  0.000
C: -0.0778 0.1624 -3.3716  0.000
C: -0.9264 -0.0873 -4.6188  0.000
C: -2.2103 -0.6892 -3.9952  0.000
C: -1.8315 -0.7401 -2.5123  -0.001
O: -0.4082 -0.9581 -2.5325  -0.007
C: -1.9118 0.6707 -1.9055  -0.005
C: -1.7551 0.6811 -0.4168  -0.014
O: -1.4811 -1.3415 0.7539  0.062
O: -2.1281 1.4943 0.3548  -0.022
H: -1.0054 2.1514 -3.2724  0.000
H: 0.9972 0.2052 -3.5244  0.000
H: -1.1074 0.8230 -5.1868  0.000
H: -0.4306 -0.8024 -5.2728  0.000
H: -3.0994 -0.0865 -4.1721  0.000
H: -2.4051 -1.6908 -4.3708  0.000
H: -2.3196 -1.5205 -1.9320  0.001
H: -2.8348 1.2034 -2.1263  -0.001
C: 3.4129 -6.7732 -3.3135  0.000
C: 2.2100 -6.0286 -3.8754  0.000
C: 2.1787 -5.9511 -5.3928  0.000
C: 3.3637 -5.1513 -5.9124  0.000
C: 3.4366 -3.8117 -5.2326  0.000
C: 4.0679 -2.7485 -5.8362  0.001
C: 4.1219 -1.5011 -5.2136  0.000
F: 4.7468 -0.5097 -5.8430  0.000
C: 3.5462 -1.2703 -3.9966  0.000
C: 2.8934 -2.3338 -3.3582  0.000
C: 2.2555 -2.1261 -2.0819  0.004
O: 2.3007 -0.9631 -1.5319  0.009
C: 1.5926 -3.2229 -1.5005  0.000
C: 1.5844 -4.4414 -2.1570  0.000
N: 2.1819 -4.6418 -3.3165  0.000
C: 2.8426 -3.6018 -3.9679  0.001
C: 0.8411 -3.1096 -0.2409  0.001
O: 0.0030 -3.8821 0.1285  -0.002
O: 1.1989 -2.0432 0.5340  -0.025
H: 3.4461 -7.7798 -3.7292  0.000
H: 3.3473 -6.8589 -2.2287  0.000
H: 4.3487 -6.2702 -3.5572  0.000
H: 1.2905 -6.4947 -3.5216  0.000
H: 1.2433 -5.4871 -5.7134  0.000
H: 2.1906 -6.9647 -5.7914  0.000
H: 3.2870 -5.0057 -6.9893  0.000
H: 4.2959 -5.6953 -5.7414  0.000
H: 4.5273 -2.8638 -6.8101  0.000
H: 3.5912 -0.2941 -3.5365  0.000
H: 1.0735 -5.2885 -1.7162  0.000
O: -2.7622 -1.3257 0.6556  0.509
N: -0.8430 -0.4054 0.1329  -0.464
C: 0.1753 -2.7596 3.3606  0.000
N: 1.4370 -2.1245 3.7185  -0.002
C: 1.8303 -0.8827 3.4260  -0.001
Se: 0.8719 0.4387 2.4801  -0.014
N: 3.0179 -0.6652 4.0123  -0.002
C: 3.4147 -1.7951 4.7168  -0.001
C: 4.5320 -2.0686 5.4965  0.000
C: 4.5865 -3.3262 6.0619  -0.001
C: 3.5719 -4.2753 5.8582  -0.001
C: 2.4633 -4.0009 5.0833  0.000
C: 2.4073 -2.7320 4.5173  -0.001
H: -0.4798 -2.0123 2.9271  0.000
H: -0.2780 -3.1604 4.2651  0.000
H: 0.3458 -3.5576 2.6416  0.000
H: 3.4654 0.2374 4.0267  0.000
H: 5.3116 -1.3377 5.6603  0.000
H: 5.4309 -3.5890 6.6837  0.000
H: 3.6618 -5.2451 6.3274  0.000
H: 1.6821 -4.7326 4.9323  0.000
N: 3.2402 0.6132 0.3269  -0.004
H: 3.9742 0.0341 0.7273  0.000
H: 3.1558 1.4433 0.9075  0.000
H: 3.5303 0.8747 -0.6073  0.001

***

(6)
Below is C52H65As2N6O2Ti as an isolated structure in a non-equilibrium geometry, with properties calculated with ωB97M-V with the def2-TZVPD basis set.

Values from the calculation:
Frontier orbital gap (alpha / beta) (eV): 4.406 / 5.639
E_LUMO (alpha / beta) (eV): 2.46 / 2.24
<S²>: 2.05
Multiplicity: 3
Energy above the lowest of the compared OMol25 structures with the same formula, charge and spin (kJ/mol): 0.0
Net charge: -1
HOMO level (alpha / beta) (hartree): -0.071 / -0.125

Last column: Löwdin spin population.
Geometry (Å):
Ti: 0.0199 0.5880 0.5392  0.917
C: -1.4837 4.5674 5.5721  0.004
C: -1.8001 3.0824 5.3501  0.006
C: -0.8304 2.4105 4.4271  0.063
C: 0.2499 1.6134 4.7530  0.063
C: 0.7063 1.1784 6.1130  0.006
C: 1.8567 2.0312 6.6649  0.003
C: 0.8347 1.2189 3.5227  0.064
C: 1.9952 0.4268 3.4101  0.057
C: 2.6027 0.0585 2.2415  0.021
C: 3.9559 -0.4740 2.1655  -0.013
C: 4.7722 -0.9058 3.3518  -0.002
C: 5.9562 0.0173 3.6672  -0.001
C: 4.2953 -0.4963 0.8535  -0.001
C: 3.1188 -0.0495 0.1073  0.009
C: 3.0322 -0.0163 -1.2563  0.084
C: 1.9236 0.4418 -2.0053  0.055
N: 0.7432 0.8802 -1.4591  0.006
C: 0.0011 1.3549 -2.5091  0.060
C: -1.2572 2.0012 -2.3690  0.074
C: -1.8003 2.4412 -1.1965  0.013
N: -1.2982 2.2213 0.0686  0.074
C: -2.0520 3.0062 0.9099  0.023
C: -1.8800 3.1179 2.2553  0.061
C: -0.8720 2.4607 3.0043  0.066
N: 0.1525 1.7465 2.4585  -0.005
C: -3.0823 3.7174 0.1533  -0.006
C: -2.9407 3.3558 -1.1356  0.000
C: -3.6992 3.8752 -2.3191  0.000
C: -2.9845 5.0564 -2.9890  0.001
C: -4.0786 4.6727 0.7341  -0.001
C: -5.3352 3.9595 1.2506  0.000
C: 0.7221 1.2395 -3.7278  0.059
C: 1.9343 0.6473 -3.4034  0.066
C: 3.0888 0.3756 -4.3197  0.007
C: 4.0771 1.5474 -4.3769  0.004
C: 0.3394 1.8429 -5.0536  0.006
C: -0.6635 1.0341 -5.8803  0.003
N: 2.0958 0.2755 0.9758  0.079
C: 5.6474 -0.7572 0.2458  0.000
C: 6.1809 -2.1855 0.4053  0.000
H: -2.2005 5.0288 6.2586  0.000
H: -1.5129 5.1119 4.6250  0.000
H: -0.4807 4.6866 5.9894  0.000
H: -2.8137 2.9916 4.9487  0.001
H: -1.7953 2.5711 6.3170  0.000
H: 1.0210 0.1317 6.0699  0.001
H: -0.1368 1.2259 6.8075  0.000
H: 2.6882 2.0578 5.9560  0.000
H: 2.2254 1.6383 7.6177  0.000
H: 1.5259 3.0608 6.8261  0.000
H: 2.4858 0.1489 4.3357  0.003
H: 5.1449 -1.9168 3.1744  -0.001
H: 4.1290 -0.9673 4.2287  0.000
H: 6.6555 0.0591 2.8288  0.000
H: 6.5049 -0.3417 4.5420  0.000
H: 5.6069 1.0331 3.8661  0.000
H: 3.9061 -0.3163 -1.8209  0.005
H: -1.7725 2.2745 -3.2847  0.004
H: -2.5855 3.7321 2.8046  0.003
H: -4.6945 4.1944 -1.9984  0.000
H: -3.8437 3.0753 -3.0501  0.000
H: -2.9089 5.8971 -2.2946  0.000
H: -3.5204 5.3922 -3.8816  0.000
H: -1.9696 4.7749 -3.2772  0.001
H: -4.3626 5.4069 -0.0239  0.000
H: -3.6168 5.2270 1.5540  0.000
H: -5.8233 3.4113 0.4402  0.000
H: -6.0538 4.6712 1.6671  0.000
H: -5.0705 3.2380 2.0275  0.000
H: 2.7144 0.1679 -5.3261  0.001
H: 3.6180 -0.5236 -3.9898  0.001
H: 3.5917 2.4358 -4.7883  0.000
H: 4.9478 1.3121 -4.9982  0.000
H: 4.4236 1.7950 -3.3706  0.000
H: 1.2464 1.9765 -5.6503  0.000
H: -0.0691 2.8438 -4.8808  0.001
H: -0.2663 0.0373 -6.0835  0.000
H: -0.8722 1.5247 -6.8369  0.000
H: -1.6054 0.9134 -5.3431  0.000
H: 6.3661 -0.0598 0.6827  0.000
H: 5.6141 -0.5166 -0.8163  0.000
H: 6.3380 -2.4461 1.4537  0.000
H: 7.1375 -2.2945 -0.1119  0.000
H: 5.4836 -2.9095 -0.0194  0.000
O: -0.5955 -0.5744 1.8805  0.006
N: -1.5831 -1.3525 1.7521  0.014
N: -2.0792 -1.2650 0.5968  0.009
O: -1.5171 -0.5369 -0.3147  0.004
C: -3.2578 -2.0268 0.2652  0.000
C: -4.0757 -2.5506 1.2565  0.001
C: -5.1544 -3.3426 0.8938  0.000
C: -5.4191 -3.6040 -0.4449  0.001
C: -4.6160 -3.0375 -1.4190  0.000
C: -3.5383 -2.2371 -1.0663  0.001
H: -3.8631 -2.3252 2.2920  0.000
H: -5.7982 -3.7469 1.6649  0.000
H: -6.2507 -4.2386 -0.7239  0.000
H: -4.8219 -3.2221 -2.4668  0.000
H: -2.9021 -1.7764 -1.8096  0.000
C: 0.4555 -3.3817 -4.6206  0.000
As: -0.3676 -2.3369 -3.1610  0.001
C: -2.1284 -2.1433 -4.0386  0.000
C: -0.8126 -3.9068 -2.0593  0.000
C: -1.5752 -4.9566 -2.5720  0.000
C: -1.8640 -6.0809 -1.8153  0.000
C: -1.3905 -6.1628 -0.5135  0.000
C: -0.6242 -5.1291 0.0067  0.000
C: -0.3137 -3.9942 -0.7493  0.001
As: 0.8799 -2.5776 -0.0178  0.005
C: 1.0901 -3.3135 1.7947  0.001
C: 2.4903 -3.4424 -0.7481  0.002
H: -0.2489 -4.0965 -5.0500  0.000
H: 1.3192 -3.9244 -4.2324  0.000
H: 0.7947 -2.6957 -5.3994  0.000
H: -2.7854 -2.9874 -3.8209  0.000
H: -1.9888 -2.0713 -5.1129  0.000
H: -2.5949 -1.2229 -3.6849  0.000
H: -1.9455 -4.9064 -3.5910  0.000
H: -2.4505 -6.8877 -2.2385  0.000
H: -1.6040 -7.0352 0.0927  0.000
H: -0.2616 -5.2098 1.0247  0.000
H: 0.1134 -3.4278 2.2630  0.000
H: 1.6477 -2.5788 2.3779  0.001
H: 1.6245 -4.2633 1.7949  0.000
H: 2.4563 -4.5199 -0.5822  0.000
H: 3.3632 -3.0124 -0.2600  0.000
H: 2.5492 -3.2327 -1.8180  0.000

***

E_tot, record by record: -11963.50293; -20547.17356; -35689.55823; -65619.32852; -151211.76920; -212810.40914 eV